Entry 1:
The molecule C4H7NO2, computed with ωB97M-V/def2-TZVPD.

The geometry in XYZ format:
```
14
Properties=species:S:1:pos:R:3:forces:R:3:mulliken_charge:R:1
C 0.45815 -0.05418 -1.74248 0.03 -0.02 -0.07 -1.097
C 0.17064 -0.25481 -0.28629 0.22 -0.02 0.18 0.527
N 1.00617 -0.67180 0.57871 -0.43 0.26 -0.23 -0.407
O 2.25073 -0.95540 0.01108 0.34 0.15 0.03 -0.417
C -1.10670 0.28098 0.27483 -0.06 -0.18 -0.15 0.020
C -1.35504 0.27621 1.71602 -0.14 -0.17 0.22 -0.396
O -0.91513 1.45504 1.06190 -0.03 0.31 0.06 -0.413
H 1.28478 -0.67976 -2.07639 -0.15 0.07 0.02 0.360
H -0.42800 -0.24884 -2.35173 0.06 0.01 0.10 0.350
H 0.74281 0.99405 -1.89319 -0.05 -0.10 -0.02 0.272
H 2.83985 -0.59175 0.68352 0.14 -0.38 -0.04 0.338
H -1.94332 0.34131 -0.42002 0.07 -0.03 0.11 0.360
H -2.37873 0.32170 2.08407 0.11 -0.08 -0.10 0.263
H -0.62623 -0.21277 2.35997 -0.11 0.16 -0.12 0.239
```
Positions in Å, forces in eV/Å.

Results
ΔE to the lowest compared entry with this formula, charge and spin	363.4	kJ/mol
DFT total energy	-9843.51342	eV
structure (SMILES)	C/C(=N\O)[C@H]1CO1
molar mass	101.1	u
orbital gap	10.7	eV
lowest unoccupied orbital energy	1.0	eV
HOMO level	-9.654	eV

---

Entry 2:
A 5-piece molecular cluster, C4H16O4 overall in a non-equilibrium geometry, computed with ωB97M-V/def2-TZVPD.

The geometry in XYZ format:
```
24
Properties=species:S:1:pos:R:3:forces:R:3:mulliken_charge:R:1
C -1.39889 1.67203 -1.58130 -2.35 2.72 0.31 -1.010
C -1.29959 1.28050 -0.11391 1.61 0.65 -4.68 -0.047
C -2.24885 0.82824 0.60164 -2.64 -1.23 2.94 -0.188
C -1.92756 0.25847 1.96912 -3.09 0.35 0.24 -1.090
H -1.06645 0.97644 -2.35616 0.81 0.21 0.46 0.214
H -2.51363 1.81327 -1.88284 1.65 -0.06 0.67 0.320
H -0.93821 2.73802 -1.58564 -0.46 -1.86 -0.92 0.318
H -0.29183 1.37876 0.19652 0.83 -0.38 1.01 0.278
H -3.34976 0.85066 0.33737 1.53 -0.10 -0.12 0.290
H -1.02638 -0.32307 2.02639 0.55 0.41 0.42 0.302
H -2.21202 0.98751 2.76334 1.22 -0.24 -0.29 0.315
H -2.75825 -0.43474 2.14792 0.31 -0.53 0.03 0.356
H 2.86761 1.11782 -0.59375 -1.10 0.65 -0.03 0.356
H 1.46587 1.85987 -0.65680 -0.98 -0.54 0.45 0.300
O 2.37157 1.91581 -0.89183 2.11 -0.16 -0.41 -0.666
H -0.12533 -1.34344 -1.46111 -0.45 0.34 0.21 0.279
H 0.80624 -1.96033 -2.45080 0.32 0.42 0.61 0.287
O 0.81263 -1.43311 -1.62415 -0.08 -0.78 -1.08 -0.563
H 0.11736 -3.43822 1.14847 -0.03 0.47 -0.19 0.303
H -0.20431 -1.92463 0.69558 0.52 -1.90 1.71 0.239
O 0.02232 -2.53351 1.48074 -0.58 1.41 -1.52 -0.612
H 1.77042 -0.89849 0.89675 -3.25 0.27 1.95 0.294
H 2.36212 -1.44245 -0.33257 0.41 0.75 1.21 0.353
O 2.58671 -0.97324 0.51699 3.11 -0.88 -2.99 -0.629
```
Positions in Å, forces in eV/Å.

Results
ΔE to the lowest compared entry with this formula, charge and spin	202.1	kJ/mol
DFT total energy	-12595.74187	eV
structure (SMILES)	C/C=C/C.O.O.O.O
molar mass	128.2	u
orbital gap	9.8	eV
lowest unoccupied orbital energy	0.0	eV
HOMO level	-9.804	eV

---

Entry 3:
C50H56BN3O5S as an isolated structure, computed with ωB97M-V/def2-TZVPD.

The geometry in XYZ format:
```
116
Properties=species:S:1:pos:R:3:forces:R:3:mulliken_charge:R:1
C 1.07789 -3.70463 1.24544 0.05 0.33 0.35 -1.554
C -0.04644 -2.73960 0.94797 0.58 -0.19 -0.11 0.214
O -0.86663 -3.26556 -0.08007 -0.34 0.13 0.21 -0.228
C -1.72303 -2.31924 -0.73146 0.49 -0.18 -0.32 -0.753
C -2.28913 -1.27206 0.17370 -0.68 0.04 0.20 0.092
C -1.66027 0.00900 0.27881 0.00 0.48 -0.05 -0.129
O -0.58264 0.24004 -0.52264 0.05 -0.67 0.32 -0.124
C -2.11309 1.00838 1.10836 0.33 0.12 -0.16 0.240
N -1.35959 2.23889 1.13374 -0.66 -0.14 0.67 0.492
C -1.22394 2.81046 2.48555 0.20 -0.34 -0.15 -0.873
C -1.89958 3.15660 0.15313 -0.01 -0.10 -0.03 0.520
C -3.18327 3.90197 0.41600 0.19 -0.12 -0.18 -1.285
O -1.32441 3.28997 -0.88376 0.47 -0.12 -0.58 -0.448
C -3.28491 0.75152 1.88798 0.47 -0.09 -0.36 0.851
N -3.91018 1.56628 2.73335 -0.26 0.12 0.28 -0.588
S -5.17070 0.73934 3.32075 0.28 0.07 -0.16 0.025
N -4.98303 -0.64711 2.54496 -0.29 -0.05 0.08 -0.463
C -3.90587 -0.52419 1.76782 0.08 -0.13 0.10 0.578
C -3.41080 -1.54154 0.90578 -0.45 -0.09 -0.10 -0.437
B -4.16757 -2.94625 0.84392 0.36 -0.07 0.28 1.109
O -3.81026 -3.88965 1.79648 0.39 -0.01 -0.76 -0.729
O -5.07761 -3.24814 -0.12083 -0.20 0.23 0.69 -0.637
C -6.15033 -2.33302 -0.34482 -0.43 0.06 -0.61 -0.064
C -7.30879 -2.54305 0.62217 -0.13 0.18 -0.21 -1.121
H 1.59810 -3.31360 2.12017 0.11 -0.05 0.11 0.456
H 1.80524 -3.73967 0.44238 -0.04 -0.25 -0.24 0.358
H 0.70891 -4.69184 1.50644 -0.02 -0.19 -0.16 0.280
H 0.40400 -1.80340 0.61878 -0.09 0.25 0.04 0.071
H -0.59996 -2.57877 1.87445 -0.34 0.18 -0.05 0.281
H -1.17799 -1.85893 -1.55414 0.08 0.12 -0.03 -0.357
H -2.52435 -2.90783 -1.17170 -0.15 -0.08 -0.01 0.654
H 0.07253 0.70238 0.01717 -0.03 0.55 -0.23 -0.263
H -0.26172 3.30794 2.56533 -0.01 0.30 -0.05 0.336
H -2.04852 3.45365 2.77024 -0.04 0.22 0.07 0.329
H -1.20904 1.98690 3.18660 0.04 -0.15 0.18 0.156
H -3.02847 4.62120 1.21374 -0.24 0.05 0.17 0.346
H -3.99139 3.21855 0.65325 -0.05 -0.06 0.37 0.236
H -3.43871 4.41531 -0.50218 0.02 0.22 -0.08 0.414
H -3.14950 -4.47755 1.40059 -0.08 -0.27 0.35 0.282
H -5.82549 -1.29342 -0.30579 0.32 0.06 0.08 0.115
H -6.50064 -2.49512 -1.35906 0.11 -0.18 -0.18 0.442
H -7.30463 -3.53969 1.04702 0.15 -0.15 0.10 0.259
H -7.29941 -1.79606 1.40744 0.09 -0.08 0.31 0.268
H -8.25067 -2.43564 0.08854 -0.10 0.06 -0.06 0.386
C -0.18805 -2.83108 -5.57770 -0.01 0.01 0.00 -0.509
C -0.47317 -2.12567 -6.73848 -0.01 0.00 -0.01 -0.403
C -0.60027 -0.74383 -6.69780 0.01 0.00 0.00 -0.395
C -0.43509 -0.06572 -5.49776 0.00 0.00 -0.02 -0.618
C -0.14615 -0.76972 -4.33711 0.00 0.01 0.05 -0.264
C -0.02634 -2.15237 -4.37801 0.01 -0.01 0.06 -0.324
H -0.09186 -3.90894 -5.60782 0.01 0.00 0.00 0.384
H -0.59719 -2.65315 -7.67554 -0.01 0.00 0.00 0.358
H -0.82831 -0.19479 -7.60238 0.01 0.00 -0.01 0.362
H -0.53114 1.01204 -5.46680 -0.01 0.00 0.01 0.459
H -0.01531 -0.24092 -3.40025 -0.01 -0.01 0.01 0.460
H 0.19540 -2.70195 -3.47096 0.02 -0.01 -0.01 0.485
C -1.48962 -7.24434 0.29800 -0.02 0.00 -0.02 -0.467
C -1.56441 -6.28165 -0.70089 -0.03 0.08 0.04 0.372
C -1.98296 -6.64390 -1.97544 -0.02 -0.02 0.01 -0.667
C -2.33028 -7.95986 -2.24780 0.01 0.02 -0.01 -0.413
C -2.25633 -8.91856 -1.24651 0.00 -0.01 0.00 -0.419
C -1.83321 -8.56193 0.02590 0.00 0.00 0.03 -0.525
H -1.16125 -6.96675 1.29273 0.01 -0.01 0.00 0.348
H -1.29758 -5.25086 -0.48486 0.01 -0.22 -0.07 0.402
H -2.03827 -5.89726 -2.75826 -0.01 0.01 0.01 0.422
H -2.65934 -8.23900 -3.24069 0.00 0.00 0.00 0.374
H -2.52881 -9.94450 -1.45844 0.00 0.00 0.00 0.357
H -1.77164 -9.31063 0.80545 -0.01 0.00 0.00 0.372
C -1.30527 7.22971 -4.60688 0.00 -0.02 0.00 -0.345
C -0.92976 6.04573 -3.98664 -0.01 0.05 0.00 -0.549
C -1.08935 5.89507 -2.61537 0.09 0.04 -0.04 -0.095
C -1.63257 6.93161 -1.86811 -0.01 0.00 -0.03 -0.430
C -2.01120 8.11529 -2.48725 -0.01 0.00 0.03 -0.397
C -1.84442 8.26573 -3.85671 -0.01 0.00 -0.01 -0.419
H -1.17794 7.34577 -5.67574 0.00 0.00 0.00 0.365
H -0.51194 5.23714 -4.57292 0.01 0.00 0.00 0.392
H -0.79419 4.97619 -2.12983 -0.05 0.06 -0.07 0.405
H -1.76098 6.81593 -0.79860 0.01 0.00 0.01 0.400
H -2.43565 8.92152 -1.90226 0.01 0.01 0.00 0.355
H -2.13503 9.18998 -4.33952 -0.01 0.00 0.00 0.353
C 3.45990 2.16369 -1.80856 0.03 -0.01 -0.01 -0.699
C 2.50515 1.89626 -0.83790 -0.15 -0.01 0.04 -0.123
C 2.88495 1.33793 0.37576 -0.03 0.00 -0.03 -0.122
C 4.22087 1.05226 0.62198 0.00 -0.01 0.02 -0.771
C 5.17565 1.32191 -0.34828 0.04 -0.01 0.00 -0.360
C 4.79512 1.87464 -1.56401 -0.01 0.01 0.01 -0.474
H 3.16265 2.59637 -2.75495 -0.01 0.00 0.00 0.410
H 1.46243 2.12727 -1.02823 0.02 0.05 -0.02 0.432
H 2.13998 1.12623 1.13578 0.02 0.03 0.03 0.470
H 4.51755 0.62086 1.56963 0.00 -0.01 0.00 0.403
H 6.21826 1.10184 -0.15664 0.00 0.00 0.00 0.508
H 5.54088 2.08042 -2.32120 0.01 0.00 0.00 0.375
C -0.65321 -0.20834 5.08660 0.02 -0.01 -0.02 0.065
C -0.19080 -1.50145 5.28897 -0.01 -0.03 -0.05 -0.529
C 0.85855 -1.73366 6.16717 0.00 0.01 0.00 -0.465
C 1.44078 -0.67411 6.84967 0.00 -0.01 -0.01 -0.427
C 0.97697 0.61877 6.65015 0.02 -0.02 0.00 -0.429
C -0.06679 0.85050 5.76593 -0.05 0.05 -0.04 -0.556
H -1.47187 -0.02778 4.39917 -0.02 -0.02 0.00 0.400
H -0.64965 -2.32885 4.76199 -0.01 0.00 0.00 0.426
H 1.22194 -2.74146 6.32111 -0.01 -0.01 0.01 0.381
H 2.25617 -0.85656 7.53755 0.00 0.00 0.00 0.372
H 1.42958 1.44519 7.18256 0.00 0.00 0.00 0.376
H -0.42686 1.85944 5.60611 0.00 0.01 0.02 0.412
C 9.11934 3.56732 0.01310 0.01 -0.01 0.00 -0.394
C 8.16389 3.29976 0.98362 -0.05 0.01 -0.01 -0.353
C 8.54312 2.73948 2.19553 0.01 0.00 0.00 -0.393
C 9.87926 2.45393 2.44002 0.00 -0.01 0.00 -0.364
C 10.83503 2.72440 1.47068 0.01 -0.01 0.00 -0.385
C 10.45495 3.27798 0.25603 0.00 0.00 0.00 -0.362
H 8.82274 4.00163 -0.93306 0.00 0.01 0.00 0.362
H 7.12221 3.52706 0.79495 0.00 -0.01 0.00 0.458
H 7.79668 2.52572 2.94996 0.00 0.01 0.00 0.360
H 10.17570 2.02056 3.38655 0.00 0.00 0.00 0.356
H 11.87712 2.50306 1.66196 0.00 -0.01 0.00 0.354
H 11.20003 3.48461 -0.50141 0.00 0.01 0.00 0.361
```
Positions in Å, forces in eV/Å.

Results
DFT total energy	-78978.95816	eV
molar mass	821.9	u
orbital gap	7.9	eV
lowest unoccupied orbital energy	-0.9	eV
HOMO level	-8.770	eV

---

Entry 4:
The molecule C6H5N5O5 in a non-equilibrium geometry, computed with ωB97M-V/def2-TZVPD.

The geometry in XYZ format:
```
21
Properties=species:S:1:pos:R:3:forces:R:3:mulliken_charge:R:1
O -2.72741 -2.92869 0.92095 1.87 1.48 0.77 -0.571
N -1.84636 -2.26493 1.50445 -0.46 -0.40 0.86 0.919
O -1.59740 -2.36429 2.72775 -0.34 0.23 -2.32 -0.599
C -1.04698 -1.27483 0.73061 -0.09 0.72 0.89 -0.436
C -0.14725 -0.42330 1.37874 -1.12 -1.70 0.33 0.331
C 0.66309 0.50257 0.69621 -0.06 0.58 0.51 -0.595
N 1.50005 1.27497 1.54245 2.05 -0.49 2.61 0.937
O 1.54180 0.95388 2.76571 -0.20 1.13 -2.63 -0.617
O 2.29635 2.22048 1.13470 -2.16 -1.75 -0.34 -0.755
C 0.72653 0.55529 -0.77392 5.51 -0.67 -2.03 0.421
C -0.41964 -0.16184 -1.41171 0.84 -0.26 -2.03 -0.173
N -0.43316 -0.40826 -2.74306 -1.13 -1.49 2.76 -0.479
O -1.21644 -1.55526 -2.82499 0.11 1.05 0.33 -0.061
N -1.66172 -2.03793 -1.60883 1.05 3.02 0.67 -0.291
C -1.21479 -1.10450 -0.70470 0.32 -2.84 -1.17 0.529
H 0.01437 -0.53067 2.48768 -0.40 0.16 -1.46 0.539
H 1.81728 0.26966 -1.32928 -2.87 -0.51 1.80 0.251
N 0.99378 2.14038 -1.13785 -3.31 -0.08 0.02 -0.352
H -0.04089 2.04392 -1.14784 0.45 2.76 -0.01 0.391
H 1.34943 2.66057 -1.96914 -0.18 -1.49 0.44 0.315
H 1.44935 2.43278 -0.23792 0.11 0.57 0.02 0.297
```
Positions in Å, forces in eV/Å.

Results
ΔE to the lowest compared entry with this formula, charge and spin	92.8	kJ/mol
DFT total energy	-23979.31673	eV
structure (SMILES)	[NH3+][C@H]1C(=[N+]([O-])[O-])C=C([N+](=O)[O-])c2nonc21
molar mass	227.1	u
orbital gap	7.4	eV
lowest unoccupied orbital energy	-1.4	eV
HOMO level	-8.801	eV

---

Entry 5:
CH2FPS as an isolated structure in a non-equilibrium geometry, computed with ωB97M-V/def2-TZVPD.

The geometry in XYZ format:
```
6
Properties=species:S:1:pos:R:3:forces:R:3:mulliken_charge:R:1
C 1.19487 0.51552 0.44527 2.05 -3.46 0.91 -0.113
F -1.02616 1.62535 0.67550 0.15 0.38 -0.33 -0.260
P 0.13666 1.58743 -0.45873 -2.60 -1.60 -1.50 0.168
S 2.67229 -0.02343 -0.08658 -1.44 1.08 0.29 -0.150
H 0.83724 -0.07134 1.36087 0.05 1.39 -1.07 0.307
H -0.72998 0.26759 -1.43255 1.80 2.22 1.72 0.047
```
Positions in Å, forces in eV/Å.

Results
ΔE to the lowest compared entry with this formula, charge and spin	168.2	kJ/mol
DFT total energy	-23908.99661	eV
molar mass	96.1	u
orbital gap	7.7	eV
lowest unoccupied orbital energy	-1.6	eV
HOMO level	-9.248	eV

---

Entry 6:
A 2-piece molecular cluster, N4O2 overall in a non-equilibrium geometry, computed with ωB97M-V/def2-TZVPD.

The geometry in XYZ format:
```
6
Properties=species:S:1:pos:R:3:forces:R:3:mulliken_charge:R:1
N -1.85610 -1.09220 -1.36843 -1.21 -1.34 -0.23 -0.427
N -0.40633 0.49279 -0.53839 1.36 2.39 0.60 -0.566
N -1.14010 -0.37872 -0.86747 0.70 -0.26 -0.18 0.832
N 1.09150 0.34669 0.79609 -1.97 -1.16 -0.50 0.926
O 0.89233 -0.60700 1.46031 0.85 0.36 0.26 -0.383
O 1.74105 1.30735 0.76675 0.27 0.02 0.06 -0.383
```
Positions in Å, forces in eV/Å.

Results
ΔE to the lowest compared entry with this formula, charge and spin	217.9	kJ/mol
DFT total energy	-10048.33778	eV
molar mass	88.0	u
orbital gap (alpha / beta)	8.8 / 7.8	eV
lowest unoccupied orbital energy (alpha / beta)	-1.6 / -2.2	eV
HOMO level (alpha / beta)	-10.406 / -10.033	eV